Arrangement i

{
  "formula": "C14H13AuCl3N6SSi",
  "method": "ωB97M-V/def2-TZVPD",
  "species": ["Au", "Cl", "Cl", "Cl", "S", "Si", "N", "N", "N", "N", "N", "N", "C", "C", "C", "C", "C", "C", "C", "C", "C", "C", "C", "C", "C", "C", "H", "H", "H", "H", "H", "H", "H", "H", "H", "H", "H", "H", "H"],
  "coordinates": [[-0.35, 0.38, -0.18], [1.75, 1.02, 2.58], [-1.47, 1.90, 2.83], [-0.59, -1.30, 2.87], [0.76, 2.07, -1.01], [-0.16, 0.54, 2.12], [2.99, -5.15, -0.31], [1.05, -3.93, -0.30], [1.20, -1.58, -0.45], [3.18, -2.88, -0.42], [-1.54, -1.41, -0.27], [3.28, -0.59, -0.51], [-1.73, -3.78, -0.26], [2.40, -3.95, -0.35], [-1.19, 3.90, -0.24], [-0.69, 6.23, 0.08], [-1.60, 5.18, 0.07], [0.64, 5.99, -0.22], [-3.11, -3.68, -0.21], [-3.70, -2.43, -0.19], [-0.97, -2.63, -0.29], [2.54, -1.71, -0.46], [0.53, -2.73, -0.35], [1.07, 4.71, -0.53], [0.15, 3.66, -0.54], [-2.88, -1.32, -0.21], [-3.29, -0.32, -0.18], [2.42, -5.98, -0.25], [3.99, -5.21, -0.38], [2.84, 0.31, -0.63], [1.36, 6.80, -0.21], [-2.64, 5.37, 0.31], [2.11, 4.51, -0.75], [4.27, -0.68, -0.60], [-3.72, -4.58, -0.19], [-1.90, 3.08, -0.26], [-1.22, -4.73, -0.27], [-4.77, -2.30, -0.16], [-1.02, 7.23, 0.32]],
  "multiplicity": 1,
  "charge": 1,
  "homo_lumo_gap_ev": [6.3, 6.3]
}


Arrangement ii

{
  "formula": "C14H13AuCl3N6SSi",
  "method": "ωB97M-V/def2-TZVPD",
  "species": ["Au", "Cl", "Cl", "Cl", "S", "Si", "N", "N", "N", "N", "N", "N", "C", "C", "C", "C", "C", "C", "C", "C", "C", "C", "C", "C", "C", "C", "H", "H", "H", "H", "H", "H", "H", "H", "H", "H", "H", "H", "H"],
  "coordinates": [[0.15, -0.69, 0.79], [-1.06, 1.23, 3.51], [1.21, -0.95, 4.52], [-1.56, -2.08, 3.34], [2.28, -0.12, 1.47], [-0.19, -0.57, 3.12], [-0.87, -2.08, -3.17], [0.40, -1.16, -1.41], [-1.85, -0.91, 0.07], [0.22, -2.74, -5.08], [2.67, -0.85, -1.73], [1.48, -1.79, -3.43], [-4.36, -1.32, -1.01], [1.51, -1.28, -2.20], [2.14, 1.61, 1.87], [-3.23, -1.61, -1.75], [2.66, 2.05, 3.08], [1.48, 3.86, 1.32], [-0.74, -1.57, -1.98], [2.59, 3.40, 3.40], [1.56, 2.52, 0.98], [-1.99, -1.38, -1.19], [0.29, -2.19, -3.87], [-4.22, -0.79, 0.26], [1.99, 4.30, 2.53], [-2.95, -0.60, 0.77], [-3.27, -2.00, -2.75], [1.03, 4.56, 0.63], [3.11, 1.35, 3.76], [2.75, -0.41, -0.83], [-5.34, -1.49, -1.43], [-5.07, -0.52, 0.86], [1.05, -2.84, -5.63], [1.93, 5.35, 2.80], [-0.67, -3.05, -5.43], [-2.79, -0.19, 1.76], [2.99, 3.74, 4.35], [1.19, 2.17, 0.02], [3.48, -0.93, -2.33]],
  "multiplicity": 1,
  "charge": 1,
  "homo_lumo_gap_ev": 7.6
}


Which one is most stable, and which one is least stable? arrangement ii is the most stable of them, while arrangement i is the least stable.


Arrangement i

{
  "formula": "CH2OS",
  "method": "ωB97M-V/def2-TZVPD",
  "species": ["S", "O", "C", "H", "H"],
  "coordinates": [[-2.06, 0.96, -0.69], [-2.61, 0.85, 1.03], [-1.56, 0.45, 0.92], [0.27, -0.15, 0.11], [0.42, 0.22, -0.62]],
  "multiplicity": 1,
  "charge": 0,
  "homo_lumo_gap_ev": 9.5
}


Arrangement ii

{
  "formula": "CH2OS",
  "method": "ωB97M-V/def2-TZVPD",
  "species": ["S", "O", "C", "H", "H"],
  "coordinates": [[-1.24, 0.07, 0.37], [1.11, 0.26, -0.84], [0.40, -0.40, -0.11], [0.78, -1.34, 0.34], [-1.05, 1.41, 0.23]],
  "multiplicity": 1,
  "smiles": "O=CS",
  "charge": 0,
  "homo_lumo_gap_ev": 10.9
}


Which one is most stable, and which one is least stable? arrangement ii is the most stable of them, while arrangement i is the least stable.


Arrangement i

{
  "formula": "C5H7FN2",
  "method": "ωB97M-V/def2-TZVPD",
  "species": ["F", "N", "N", "C", "C", "C", "C", "C", "H", "H", "H", "H", "H", "H", "H"],
  "coordinates": [[3.47, 0.44, -0.07], [0.33, 2.11, -0.17], [1.44, -0.10, 0.35], [-0.75, 1.66, -0.12], [2.59, -0.57, -0.12], [-0.92, -0.58, -0.54], [-1.67, 0.70, 0.01], [0.24, -1.01, 0.28], [0.55, -1.92, -0.13], [-1.53, -1.51, -0.63], [-2.14, 0.81, 1.12], [-2.51, 0.89, -0.68], [-0.52, -0.21, -1.51], [1.45, 0.49, 0.94], [-0.04, -1.19, 1.26]],
  "multiplicity": 1,
  "charge": 0,
  "homo_lumo_gap_ev": 9.7
}


Arrangement ii

{
  "formula": "C5H7FN2",
  "method": "ωB97M-V/def2-TZVPD",
  "species": ["F", "N", "N", "C", "C", "C", "C", "C", "H", "H", "H", "H", "H", "H", "H"],
  "coordinates": [[-2.43, -1.08, -0.04], [1.14, 1.16, -0.11], [-0.23, 1.74, 0.10], [-1.36, 1.04, 0.11], [-1.22, -0.34, -0.11], [-0.04, -0.93, 0.04], [1.21, -0.41, -0.32], [2.45, -0.85, 0.30], [2.44, -0.81, 1.41], [1.38, -0.61, -1.36], [0.07, -1.93, 0.52], [1.76, 1.82, -0.68], [2.67, -1.72, -0.39], [3.18, -0.14, 0.09], [-2.29, 1.78, 0.70]],
  "multiplicity": 1,
  "smiles": "C[C@H]1C=C(F)C=NN1",
  "charge": 0,
  "homo_lumo_gap_ev": 8.3
}


Which one is most stable, and which one is least stable? arrangement i is the most stable of them, while arrangement ii is the least stable.


Arrangement i

{
  "formula": "C14H16O2",
  "method": "ωB97M-V/def2-TZVPD",
  "species": ["O", "O", "C", "C", "C", "C", "C", "C", "C", "C", "C", "C", "C", "C", "C", "C", "H", "H", "H", "H", "H", "H", "H", "H", "H", "H", "H", "H", "H", "H", "H", "H"],
  "coordinates": [[-0.75, -1.13, -3.20], [-1.39, 2.62, 2.35], [-2.21, -1.07, 4.07], [-1.61, 1.24, 4.33], [0.46, -0.60, -3.59], [0.59, 0.68, -4.09], [1.58, -1.31, -3.18], [1.87, 1.24, -4.16], [2.83, -0.74, -3.21], [-1.55, 1.39, 2.94], [-2.26, -0.88, 2.69], [-2.58, -2.39, 4.66], [-2.03, 0.05, 4.88], [-2.03, 0.37, 2.13], [4.37, 1.13, -3.92], [2.98, 0.58, -3.67], [1.44, -2.30, -2.76], [3.68, -1.15, -2.69], [5.01, 0.90, -3.09], [-0.20, 1.23, -4.59], [-1.75, -2.85, 5.21], [-2.58, -1.67, 2.03], [-1.46, -0.64, -3.65], [-2.74, -3.21, 3.95], [4.83, 0.56, -4.73], [-2.20, -0.04, 5.94], [-2.17, 0.51, 1.06], [2.06, 2.15, -4.73], [-1.58, 3.32, 2.99], [-3.39, -2.31, 5.38], [4.30, 2.16, -4.24], [-1.52, 2.17, 4.87]],
  "multiplicity": 1,
  "smiles": "Cc1ccc(O)cc1.Cc1ccc(O)cc1",
  "charge": 0,
  "homo_lumo_gap_ev": 9.1
}


Arrangement ii

{
  "formula": "C14H16O2",
  "method": "ωB97M-V/def2-TZVPD",
  "species": ["O", "O", "C", "C", "C", "C", "C", "C", "C", "C", "C", "C", "C", "C", "C", "C", "H", "H", "H", "H", "H", "H", "H", "H", "H", "H", "H", "H", "H", "H", "H", "H"],
  "coordinates": [[-2.70, 1.35, 2.14], [3.50, -1.40, -1.86], [1.68, -0.38, -0.80], [1.42, 2.64, 1.49], [-2.41, -0.94, 1.48], [-2.32, -1.44, -0.88], [-2.00, -2.39, -1.96], [-2.12, -1.81, 0.46], [1.98, 1.53, 0.64], [-2.91, -0.21, -1.16], [1.15, 0.60, 0.02], [3.91, 0.29, -0.17], [-2.69, 0.42, 1.16], [-3.07, 0.72, -0.11], [3.34, 1.38, 0.55], [3.06, -0.46, -0.97], [-3.14, 0.09, -2.17], [-1.89, -2.85, 0.67], [-3.59, 1.67, -0.24], [4.41, -1.26, -2.10], [1.62, 3.57, 0.90], [4.11, 2.02, 0.97], [4.98, 0.12, -0.16], [-2.16, 1.10, 2.90], [2.04, 2.88, 2.35], [0.34, 2.62, 1.61], [-2.76, -2.46, -2.73], [-1.73, -3.37, -1.55], [-2.47, -1.14, 2.55], [0.08, 0.62, 0.17], [-1.08, -2.12, -2.49], [1.08, -1.20, -1.17]],
  "multiplicity": 1,
  "smiles": "Cc1ccc(O)cc1.Cc1ccc(O)cc1",
  "charge": 0,
  "homo_lumo_gap_ev": 9.1
}


Which one is most stable, and which one is least stable? arrangement ii is the most stable of them, while arrangement i is the least stable.